Entry from OMol25: 16 unconnected molecules or ions with the total composition C63H141N2O45P3 (ωB97M-V/def2-TZVPD).

Each line ends with the Mulliken charge.
CARTESIAN COORDINATES (ANGSTROEM)
C -21.951 11.540 -20.257  -1.271
C -20.482 11.243 -20.590  -0.702
N -19.611 12.429 -20.909  1.332
C -20.041 13.074 -22.108  -0.401
C -19.704 12.369 -23.361  -1.284
C -19.664 13.387 -19.795  -1.622
C -18.369 14.161 -19.645  1.364
H -22.504 10.625 -20.044  0.444
H -22.494 12.109 -21.012  0.291
H -21.983 12.141 -19.347  0.197
H -20.107 10.672 -19.740  0.414
H -20.490 10.557 -21.436  0.381
H -21.107 13.298 -22.129  0.205
H -19.642 14.088 -22.117  0.072
H -20.084 12.968 -24.189  0.480
H -18.631 12.319 -23.548  0.009
H -20.149 11.377 -23.430  0.381
H -19.807 12.859 -18.852  0.649
H -20.532 14.043 -19.864  0.356
H -18.689 14.899 -18.910  -0.371
H -18.074 14.739 -20.521  -0.221
H -17.572 13.478 -19.348  -0.505
C -13.504 23.077 -15.348  -1.035
C -13.547 23.154 -13.800  -0.550
N -12.505 22.498 -13.055  1.097
C -12.535 22.401 -11.601  -0.564
C -13.788 21.758 -10.986  -1.292
C -11.160 22.899 -13.538  -0.295
C -10.883 24.377 -13.536  -1.565
H -12.536 23.273 -15.810  0.356
H -14.283 23.592 -15.910  0.443
H -13.653 22.041 -15.654  0.043
H -13.514 24.192 -13.469  0.389
H -14.547 22.804 -13.544  0.442
H -11.652 21.912 -11.190  0.511
H -12.410 23.415 -11.219  0.379
H -13.833 20.713 -11.290  0.206
H -13.783 21.739 -9.896  0.409
H -14.697 22.206 -11.389  0.422
H -11.062 22.441 -14.522  0.518
H -10.306 22.487 -13.001  0.060
H -11.527 24.972 -14.183  0.365
H -9.950 24.595 -14.057  0.464
H -10.853 24.833 -12.547  0.331
C -14.542 12.415 -25.604  -1.129
C -15.927 11.991 -25.083  -0.106
O -15.858 11.679 -23.710  0.738
P -15.655 10.159 -23.179  -0.102
O -14.523 9.423 -23.834  -0.800
O -15.445 10.362 -21.546  -0.394
C -16.494 10.915 -20.719  0.682
C -15.991 10.503 -19.322  -1.250
O -17.165 9.542 -23.345  -0.155
C -17.443 8.126 -23.529  -0.249
C -17.373 7.830 -24.987  -1.114
H -13.727 11.703 -25.472  0.282
H -14.529 12.665 -26.665  0.478
H -14.328 13.380 -25.143  0.074
H -16.620 12.808 -25.284  0.118
H -16.233 11.109 -25.645  0.360
H -16.594 11.992 -20.856  -0.173
H -17.537 10.596 -20.734  0.255
H -14.962 10.856 -19.256  0.237
H -16.496 11.026 -18.511  0.203
H -15.986 9.425 -19.160  0.470
H -16.672 7.527 -23.045  0.334
H -18.441 7.825 -23.208  0.348
H -17.389 6.770 -25.243  0.382
H -18.269 8.265 -25.429  0.292
H -16.507 8.299 -25.453  0.235
C -14.387 13.760 -18.965  0.062
C -13.219 14.730 -18.811  0.880
O -13.462 15.584 -17.678  0.104
P -13.208 17.227 -17.722  -0.052
O -11.859 17.661 -18.175  -0.628
O -14.483 17.899 -18.543  0.474
C -15.824 17.588 -18.064  1.354
C -16.618 17.225 -19.249  0.172
O -13.529 17.673 -16.213  0.433
C -13.251 18.959 -15.741  -0.600
C -12.332 18.971 -14.522  0.162
H -15.330 14.240 -19.227  -0.561
H -14.334 13.112 -19.840  0.157
H -14.632 13.175 -18.079  0.113
H -12.379 14.082 -18.563  -0.225
H -13.076 15.103 -19.825  -0.401
H -15.830 16.770 -17.343  -0.228
H -16.217 18.517 -17.652  -0.758
H -17.680 17.404 -19.081  -0.141
H -16.559 17.882 -20.117  0.352
H -16.476 16.170 -19.483  -1.045
H -12.867 19.650 -16.491  0.390
H -14.273 19.244 -15.492  -0.070
H -12.535 19.873 -13.944  -0.330
H -12.579 18.154 -13.845  -0.068
H -11.265 19.027 -14.739  -0.148
C -10.247 15.502 -15.800  -0.498
C -10.498 16.108 -14.418  -0.446
O -9.654 17.211 -14.267  0.735
P -8.107 16.913 -13.722  0.693
O -7.932 16.272 -12.386  -0.789
O -7.610 18.465 -13.807  -0.383
C -7.716 19.261 -12.720  -0.475
C -8.306 20.557 -13.288  -0.548
O -7.356 16.148 -14.974  -0.094
C -6.016 16.478 -15.433  -0.303
C -4.834 16.015 -14.473  -1.270
H -10.515 16.298 -16.495  -0.468
H -9.282 15.083 -16.086  0.430
H -10.990 14.727 -15.990  0.502
H -11.566 16.324 -14.387  -0.105
H -10.288 15.490 -13.545  0.405
H -8.403 18.790 -12.017  0.357
H -6.757 19.548 -12.289  0.320
H -7.817 20.816 -14.227  0.326
H -9.306 20.290 -13.631  -0.353
H -8.304 21.413 -12.613  0.584
H -5.876 16.071 -16.434  0.471
H -5.995 17.554 -15.602  0.213
H -3.881 16.325 -14.901  0.395
H -5.060 16.285 -13.441  0.334
H -4.827 14.925 -14.468  0.317
C -6.404 10.206 -14.852  -0.700
O -7.430 11.017 -15.362  -0.279
C -8.646 10.517 -15.644  0.660
O -9.136 9.433 -15.349  -0.587
O -9.266 11.526 -16.160  -0.092
C -10.542 11.351 -16.720  -0.612
H -5.468 10.724 -15.059  0.238
H -6.331 9.316 -15.478  0.324
H -6.546 9.967 -13.798  0.286
H -11.282 11.243 -15.926  0.306
H -10.623 10.462 -17.345  0.449
H -10.826 12.207 -17.331  0.029
C -18.779 21.910 -16.662  -0.479
O -18.116 21.618 -17.832  -0.405
C -16.849 21.105 -17.854  0.893
O -16.145 20.902 -16.877  -0.496
O -16.466 21.049 -19.099  -0.240
C -15.058 20.950 -19.397  -0.339
H -19.545 21.141 -16.563  0.050
H -19.291 22.869 -16.588  0.288
H -18.064 21.789 -15.848  0.279
H -14.574 21.901 -19.176  0.366
H -14.830 20.658 -20.421  0.151
H -14.569 20.132 -18.867  -0.045
C -22.234 18.556 -18.151  0.090
O -21.862 18.270 -19.470  -0.359
C -20.612 18.588 -19.888  0.557
O -19.667 18.867 -19.162  -0.246
O -20.586 18.432 -21.176  -0.401
C -19.368 18.690 -21.891  -0.204
H -21.388 18.439 -17.474  -0.351
H -23.078 17.909 -17.914  0.272
H -22.472 19.615 -18.045  0.303
H -19.523 18.423 -22.937  0.136
H -18.595 18.001 -21.551  -0.090
H -18.979 19.706 -21.825  0.385
C -9.255 14.948 -21.310  -0.330
O -9.674 13.694 -21.896  -0.419
C -11.000 13.533 -22.296  0.458
O -11.871 14.341 -22.057  -0.349
O -11.087 12.292 -22.823  -0.392
C -12.315 11.816 -23.257  -0.193
H -9.534 15.695 -22.053  0.274
H -8.172 15.005 -21.200  0.230
H -9.758 15.042 -20.347  0.115
H -12.976 11.604 -22.417  0.184
H -12.197 10.918 -23.862  0.378
H -12.795 12.631 -23.800  -0.056
C -19.640 18.018 -15.773  -0.732
O -20.165 16.826 -15.185  -0.427
C -19.847 15.617 -15.632  0.613
O -19.024 15.365 -16.479  -0.034
O -20.610 14.749 -15.030  -0.445
C -20.502 13.361 -15.307  -0.155
H -19.278 17.986 -16.800  0.138
H -18.773 18.380 -15.220  0.161
H -20.397 18.798 -15.697  0.492
H -19.466 13.077 -15.120  0.037
H -20.793 13.203 -16.346  0.069
H -21.191 12.743 -14.731  0.277
C -11.444 20.053 -6.577  -0.695
O -11.132 20.182 -7.974  -0.296
C -11.336 19.102 -8.635  0.616
O -11.659 17.972 -8.145  -0.578
O -11.122 19.431 -9.970  -0.046
C -11.421 18.358 -10.855  -0.534
H -12.446 19.657 -6.411  0.322
H -11.268 21.045 -6.160  0.238
H -10.831 19.298 -6.084  0.313
H -12.498 18.197 -10.883  0.621
H -10.887 17.424 -10.679  0.486
H -11.080 18.603 -11.861  -0.484
C -14.588 15.931 -22.358  0.214
O -16.032 16.103 -22.413  0.123
C -16.677 15.988 -23.614  0.318
O -16.135 15.581 -24.642  -0.648
O -18.036 16.165 -23.467  0.041
C -18.812 16.003 -24.633  -0.883
H -14.245 15.773 -21.336  -0.516
H -14.084 16.696 -22.948  0.424
H -14.356 15.007 -22.889  -0.053
H -18.502 16.656 -25.449  0.391
H -19.851 16.297 -24.486  0.305
H -18.709 15.007 -25.065  0.199
C -12.123 18.476 -21.081  -0.620
O -11.575 18.947 -22.251  -0.262
C -11.823 20.228 -22.582  0.636
O -12.549 21.029 -21.979  -0.558
O -11.078 20.485 -23.692  -0.322
C -11.327 21.663 -24.421  -0.735
H -11.654 19.010 -20.255  0.665
H -11.720 17.489 -20.853  0.215
H -13.192 18.652 -20.970  0.144
H -11.269 21.404 -25.479  0.273
H -10.527 22.345 -24.133  0.269
H -12.303 22.136 -24.306  0.341
C -16.417 17.564 -14.332  -0.119
O -15.870 16.294 -14.202  0.013
C -15.314 15.900 -13.022  0.429
O -15.130 16.673 -12.021  -0.717
O -15.061 14.625 -13.119  -0.002
C -14.257 14.066 -12.078  -0.720
H -16.577 17.941 -15.342  -0.533
H -15.793 18.362 -13.930  0.326
H -17.380 17.556 -13.822  0.634
H -13.985 13.014 -12.161  0.211
H -14.868 14.171 -11.182  0.332
H -13.346 14.617 -11.846  0.227
C -9.021 18.774 -16.996  0.574
O -8.308 17.684 -17.573  0.116
C -7.905 17.705 -18.864  0.511
O -7.185 16.828 -19.352  -0.672
O -8.240 18.839 -19.450  -0.386
C -8.004 19.058 -20.872  -0.610
H -9.839 18.974 -17.689  -0.135
H -8.398 19.668 -16.963  0.572
H -9.361 18.548 -15.985  -0.729
H -8.892 19.494 -21.330  0.094
H -7.815 18.116 -21.388  0.306
H -7.120 19.693 -20.934  0.319
C -14.014 9.465 -14.284  -0.775
O -14.503 10.455 -15.168  -0.202
C -15.299 11.426 -14.730  0.727
O -15.437 11.771 -13.567  -0.682
O -15.693 12.073 -15.860  0.041
C -16.481 13.261 -15.788  -0.770
H -13.605 8.725 -14.972  0.274
H -14.735 8.951 -13.648  0.314
H -13.132 9.816 -13.749  0.307
H -16.922 13.540 -14.830  0.407
H -17.321 13.177 -16.477  0.124
H -15.859 14.091 -16.123  0.149

Forces on atoms 1 to 6 (eV/Å):
0.137 0.519 0.390
-0.413 0.237 -0.602
-1.021 -1.312 1.642
-0.371 1.166 -0.098
0.468 -0.079 -1.292
0.597 -0.692 -0.326

Computed properties:
Total charge: +1
Multiplicity: 2
Expectation value of S²: 0.754
Highest occupied orbital energy (spin up / spin down) in eV: -9.8 / -9.8
Lowest unoccupied orbital energy (spin up / spin down) in eV: -2.1 / -6.6